# 1
ORCA calculation (ωB97M-V/def2-TZVPD) on the molecule C2H6ClNS in a non-equilibrium geometry.

The geometry in XYZ format:
```
11
Properties=species:S:1:pos:R:3:forces:R:3:nbo_charge:R:1
C 0.3531 -0.5730 1.0363 -2.1656 0.9248 -3.3737 -0.574
C -0.6522 -0.2044 -0.4306 2.1286 -1.5837 3.1126 0.029
N -0.4560 1.1110 -0.8264 0.0002 0.7627 -0.2016 -0.853
S -0.1278 -1.3816 -1.7029 -0.0725 -0.1630 0.2979 0.015
Cl -2.3773 -0.5737 0.0959 -0.0006 0.0440 -0.0150 -0.131
H 0.2043 -1.6205 1.2438 -0.0369 -0.1982 0.1053 0.217
H 1.3667 -0.3425 0.7467 0.2183 0.0295 -0.0159 0.216
H -0.0213 0.0654 1.8204 -0.0973 0.1054 0.2415 0.208
H -1.0742 1.3790 -1.5886 0.1231 0.0067 0.1477 0.374
H -0.5490 1.7737 -0.0655 -0.0731 -0.0975 -0.0357 0.380
H -0.2029 -0.5166 -2.7078 -0.0242 0.1692 -0.2632 0.119
```
Forces are in eV/Å.

Output
E_HOMO: -9.30 eV
E_LUMO: 0.8 eV
SMILES: C[C@@](N)(S)Cl
energy above the lowest of the compared OMol25 structures with the same formula, charge and spin: 0.695 eV
F_max: 4.11 eV/A
Kohn-Sham gap: 10.08 eV
total energy: -27018.51132 eV
molar mass: 111.6 Da

# 2
ORCA calculation (ωB97M-V/def2-TZVPD) on a cluster of 8 separate species, C48H120N8O16 in total in a non-equilibrium geometry.

The geometry in XYZ format:
```
192
Properties=species:S:1:pos:R:3:forces:R:3:lowdin_charge:R:1
C 2.8932 1.9842 -1.2752 -0.3057 -0.0302 -0.8615 -0.105
O 1.6879 1.4936 -0.7327 0.0603 0.6084 0.0150 -0.217
C 0.9758 2.5220 -0.0335 0.5821 -1.0540 0.0440 -0.182
C -0.0500 1.7963 0.8089 0.2795 0.4237 0.6379 -0.170
N -0.9427 2.7655 1.4626 0.8209 -0.8472 -1.0244 -0.037
C -1.9297 2.1509 2.2949 -1.2246 0.0092 0.8495 -0.185
C -2.8567 1.1328 1.6223 -0.6487 0.2489 0.5664 -0.189
O -3.3591 1.6272 0.3819 0.4288 -0.8294 0.2216 -0.181
C -2.8690 0.9060 -0.7503 -0.9268 1.6521 -0.7394 -0.106
H 3.2829 1.1837 -1.8997 0.3915 -0.0172 0.3106 0.059
H 3.6077 2.3465 -0.5318 0.0509 -0.3061 0.2278 0.087
H 2.7302 2.8205 -1.9687 -0.2462 0.1202 0.0851 0.094
H 0.5782 3.2125 -0.7810 -0.1812 0.2766 0.2812 0.126
H 1.6764 2.9936 0.6674 -0.0663 0.4907 -0.2358 0.121
H 0.5159 1.2889 1.5954 -0.1221 -0.1756 -0.0450 0.096
H -0.5169 1.0165 0.2014 -0.2890 0.0745 0.0175 0.106
H -1.3221 3.3332 0.7024 -0.4694 -0.1114 0.5773 0.087
H -2.5678 2.9045 2.7746 -0.0876 0.3311 -0.6947 0.096
H -1.5525 1.7326 3.2372 0.6942 -0.4676 -0.5670 0.094
H -3.7123 1.0056 2.2994 -0.0603 0.0983 -0.0395 0.111
H -2.4680 0.1170 1.5268 0.5138 0.1984 -0.2879 0.092
H -2.5471 -0.1065 -0.5274 0.0639 0.0010 0.0601 0.066
H -2.1189 1.5107 -1.2711 0.6165 -0.3403 0.3144 0.090
H -3.6762 0.9508 -1.4893 -0.1965 -0.6257 0.1147 0.082
C 4.9264 1.6577 -4.3101 1.1351 0.6133 -0.4012 -0.113
O 5.6955 1.5740 -3.1282 -0.2871 -0.3099 0.1713 -0.214
C 6.7535 2.5055 -3.0929 0.6530 -0.3053 -0.4308 -0.229
C 7.7333 2.1233 -2.0043 -0.1379 0.4226 0.9623 -0.202
N 7.1484 2.3526 -0.6695 -0.2015 -0.5181 -0.6423 -0.050
C 7.8926 1.7198 0.4127 -0.0461 0.3235 0.4256 -0.203
C 7.8783 0.1836 0.3820 0.0789 1.2179 -0.1252 -0.215
O 6.5501 -0.2069 0.1104 0.4842 -0.2764 0.1458 -0.204
C 6.3058 -1.5501 0.4208 -0.1152 -1.1586 -0.4752 -0.121
H 4.5873 2.6841 -4.4956 -0.5645 -0.0750 0.3720 0.090
H 4.1339 0.9190 -4.2816 -0.1506 0.1084 0.0615 0.081
H 5.5867 1.4911 -5.1731 -0.1011 -0.4657 -0.0507 0.088
H 6.3409 3.5148 -3.0122 0.1798 0.1354 0.2658 0.129
H 7.3541 2.4524 -4.0129 -0.3225 0.0406 -0.2806 0.122
H 8.6413 2.7293 -2.0710 -0.0653 0.0949 -0.2066 0.121
H 8.0420 1.0806 -2.1490 -0.1434 -0.0436 -0.2007 0.114
H 6.2495 1.8747 -0.7287 -0.0518 0.1952 0.3250 0.081
H 7.4911 2.0984 1.3567 -0.2464 -0.1925 -0.0123 0.100
H 8.9199 2.0964 0.4088 0.0897 -0.1799 -0.1904 0.117
H 8.2175 -0.2181 1.3381 0.0912 -0.0854 0.0629 0.123
H 8.5844 -0.0883 -0.4081 -0.1634 -0.6987 -0.0659 0.113
H 6.4000 -1.8242 1.4783 -0.2620 0.5535 0.1885 0.094
H 6.9823 -2.2678 -0.0680 0.2634 0.4034 -0.2949 0.091
H 5.3249 -1.8077 0.0230 -0.1286 0.0897 0.3401 0.066
C 2.2162 -2.6728 -1.1102 0.0087 0.6303 0.9001 -0.100
O 3.5798 -2.6661 -1.4531 0.2871 -0.8641 -0.1342 -0.183
C 3.9449 -1.7307 -2.4302 0.1925 1.5033 -0.4510 -0.239
C 5.2263 -2.0887 -3.1787 -0.6591 -0.2825 0.5077 -0.199
N 4.9485 -3.2774 -3.9617 -0.2145 0.5420 -0.4901 -0.063
C 6.0587 -3.8492 -4.7204 -0.4096 -0.2683 1.8787 -0.199
C 5.5966 -5.1042 -5.4301 1.3394 0.6011 -0.7093 -0.251
O 5.4865 -6.1428 -4.4825 -0.7369 -0.0408 -0.1563 -0.173
C 4.8473 -7.2549 -5.0645 0.1405 -0.3096 -0.8329 -0.123
H 1.5881 -3.1760 -1.8419 0.0314 -0.0007 -0.1757 0.081
H 1.8567 -1.6589 -0.8977 -0.0487 0.1530 -0.5033 0.078
H 2.1057 -3.1342 -0.1272 0.2014 -0.5091 -0.2463 0.081
H 4.0753 -0.7503 -1.9479 0.1466 -0.0588 0.0447 0.104
H 3.1839 -1.5637 -3.2033 -0.3192 -0.4120 0.1632 0.129
H 6.0400 -2.1777 -2.4430 0.1641 -0.1816 -0.1359 0.114
H 5.4549 -1.2418 -3.8297 0.0899 -0.0254 -0.0237 0.110
H 4.5216 -3.9597 -3.3473 0.2171 -0.2362 -0.1155 0.110
H 6.8079 -4.1520 -3.9702 0.3696 -0.2445 -0.3850 0.121
H 6.5600 -3.1006 -5.3324 -0.4264 -0.0133 -0.3966 0.120
H 6.3718 -5.3286 -6.1803 0.0367 -0.3998 0.0867 0.122
H 4.6920 -4.9547 -6.0263 -0.3429 0.0830 0.4184 0.121
H 4.6501 -8.0375 -4.3379 0.1346 0.1779 0.2490 0.086
H 5.4661 -7.6685 -5.8734 0.1899 -0.1340 0.1788 0.087
H 3.9132 -7.0000 -5.5795 -0.1635 0.2531 0.3660 0.084
C -5.1262 0.6923 -4.8006 0.5476 0.8578 0.3101 -0.104
O -4.0895 0.0253 -4.0987 -0.1113 -0.2540 -0.6885 -0.208
C -3.1594 -0.5916 -4.9737 0.3487 -0.7547 0.2622 -0.225
C -2.4158 -1.6549 -4.1904 -0.2233 -0.2918 0.5364 -0.214
N -1.6105 -1.0288 -3.1409 -0.0905 -0.3279 -0.1196 -0.031
C -0.8582 -1.9898 -2.3362 -0.0543 -0.1821 -0.2919 -0.194
C -1.6525 -2.8461 -1.3316 0.7723 0.7660 -0.4112 -0.183
O -1.5941 -2.1333 -0.1071 0.1008 0.0704 0.1544 -0.213
C -2.3537 -2.6704 0.9498 -0.8840 -0.5471 -0.5860 -0.098
H -5.5564 1.3489 -4.0451 -0.4055 -0.0101 -0.2574 0.088
H -5.8842 0.0663 -5.2788 0.0947 -0.4308 0.3424 0.087
H -4.7068 1.3151 -5.5990 0.0435 0.0950 0.0701 0.087
H -2.3844 0.0847 -5.3510 -0.3081 0.4498 0.0250 0.127
H -3.6693 -1.0424 -5.8300 -0.1151 -0.0411 -0.0042 0.121
H -1.8095 -2.2673 -4.8625 0.2772 0.2602 0.0088 0.123
H -3.1215 -2.3566 -3.7190 -0.2909 -0.0181 -0.3474 0.096
H -2.2829 -0.5911 -2.5205 0.1179 0.3201 -0.0566 0.061
H -0.0920 -1.4425 -1.7918 -0.0771 0.0272 0.1881 0.097
H -0.3139 -2.6674 -2.9991 -0.1028 0.1092 -0.2375 0.108
H -1.1378 -3.8127 -1.2912 -0.2768 -0.1903 0.4720 0.125
H -2.6822 -2.9745 -1.6815 -0.1083 -0.1568 0.2102 0.101
H -1.9612 -3.6376 1.2828 0.1766 0.0980 0.1629 0.097
H -3.3802 -2.8601 0.6091 -0.0283 0.0062 0.0422 0.081
H -2.4166 -1.9551 1.7668 0.3288 -0.0241 -0.0600 0.056
C 0.9201 2.1558 4.4983 0.0267 -0.1542 -0.0309 -0.116
O 1.1766 3.3506 5.1922 0.3329 0.2245 0.4991 -0.182
C 0.3653 4.4420 4.8193 -0.3950 -0.6104 -0.5752 -0.195
C 0.8472 5.1025 3.5125 -1.2831 0.1642 -0.1254 -0.175
N -0.2605 5.3703 2.5900 -0.2856 0.7785 0.1254 -0.068
C 0.1849 6.1871 1.4699 -0.2832 -1.3064 -0.3612 -0.207
C -0.9363 6.2860 0.4330 0.0533 1.3516 -0.0245 -0.212
O -1.3639 5.0651 -0.1502 0.5905 0.1486 0.1416 -0.232
C -2.2592 5.2664 -1.2232 -0.4612 -0.4874 0.3101 -0.089
H 0.9977 2.2660 3.4100 0.0483 0.1488 0.0490 0.066
H -0.0680 1.7357 4.7198 -0.0258 0.1689 0.1547 0.078
H 1.6766 1.4457 4.8279 -0.0018 -0.0173 -0.0420 0.094
H 0.3356 5.1514 5.6460 0.2699 -0.0288 0.0309 0.119
H -0.6658 4.0767 4.7032 -0.0230 0.1283 -0.2118 0.105
H 1.5699 4.4545 3.0014 0.4889 0.1886 0.3691 0.110
H 1.2156 6.0983 3.7665 0.6989 -0.2226 -0.1446 0.114
H -0.5931 4.5094 2.1580 0.2343 -0.2825 0.5301 0.052
H 1.0731 5.7027 1.0233 0.0125 0.2632 -0.2870 0.115
H 0.4932 7.1826 1.7959 -0.2157 0.0853 -0.0553 0.119
H -0.6256 6.9917 -0.3496 0.1836 -0.2082 -0.1687 0.121
H -1.7963 6.7843 0.8996 -0.1046 -0.1994 0.1777 0.121
H -3.0016 6.0194 -0.9475 0.0491 0.1983 -0.2293 0.092
H -2.8040 4.3309 -1.3637 0.0641 -0.0542 0.0247 0.085
H -1.7593 5.4948 -2.1664 0.1441 0.3284 0.0925 0.091
C -1.6313 -9.4207 -2.8206 0.9948 0.0583 -0.9226 -0.137
O -2.4486 -8.5184 -2.1452 -0.2374 0.1263 0.1017 -0.189
C -3.8056 -8.9085 -2.0515 0.0015 -0.2711 0.6691 -0.227
C -4.5087 -7.9103 -1.1487 -0.6558 0.1196 -0.7038 -0.215
N -4.8962 -6.6993 -1.8735 -0.3906 -0.4561 0.1804 -0.071
C -5.1726 -5.6082 -0.9486 0.0752 0.3002 -0.9066 -0.201
C -5.5291 -4.3158 -1.6839 1.1441 -0.2654 -0.3477 -0.230
O -5.4390 -3.2720 -0.7525 0.0996 0.3558 0.6574 -0.202
C -5.4870 -1.9878 -1.3181 -1.0860 0.3122 -0.9526 -0.106
H -1.3533 -10.3240 -2.2661 -0.3742 0.0366 0.2344 0.088
H -0.6991 -8.8961 -3.0532 -0.0314 -0.0063 0.2436 0.087
H -2.0069 -9.7164 -3.8102 -0.3974 -0.0529 0.1920 0.088
H -3.8952 -9.8948 -1.5777 0.1828 -0.0785 -0.0567 0.122
H -4.2489 -8.9924 -3.0493 -0.1360 0.2030 -0.0050 0.126
H -3.8613 -7.7094 -0.2860 0.1150 0.0430 -0.0273 0.120
H -5.4434 -8.3328 -0.7684 0.1465 -0.2599 0.1022 0.118
H -4.2088 -6.4995 -2.5878 0.1631 0.4586 0.2519 0.106
H -4.2711 -5.4326 -0.3523 -0.2068 0.3185 0.4134 0.116
H -6.0266 -5.8532 -0.3162 0.1969 -0.3188 0.2145 0.126
H -6.4815 -4.3532 -2.2226 -0.1814 -0.0396 0.2828 0.130
H -4.7505 -4.1645 -2.4515 -0.0784 0.0617 -0.1232 0.109
H -5.2223 -1.1800 -0.6384 0.4566 -0.4426 0.3637 0.086
H -6.5159 -1.7427 -1.6202 -0.0807 -0.1246 -0.0423 0.092
H -4.9089 -1.9183 -2.2462 0.3374 0.0209 0.1720 0.067
C -4.3129 6.2627 6.7434 0.0131 0.5175 0.0869 -0.111
O -4.3625 6.4765 5.3503 -0.5890 -0.2033 0.0571 -0.179
C -3.3867 5.7770 4.6279 1.3977 -0.3038 -0.9887 -0.248
C -3.9318 5.2140 3.3146 -0.7303 0.7645 0.8611 -0.210
N -4.8320 4.1168 3.6230 0.7835 -0.9415 -0.1961 -0.051
C -5.4702 3.5728 2.4452 -1.1498 0.8647 -0.6247 -0.221
C -6.4156 2.4386 2.7548 0.7650 -0.0598 1.0078 -0.233
O -7.4491 2.8910 3.6272 0.0824 -0.5736 -0.8085 -0.180
C -8.2838 1.8033 3.9581 -0.0570 0.2214 1.0943 -0.127
H -3.2787 6.3735 7.0792 -0.0335 -0.2313 0.2877 0.087
H -4.7548 5.3140 7.0607 0.2967 -0.2565 -0.2128 0.088
H -4.9099 7.0364 7.2278 0.0492 0.1309 -0.1486 0.084
H -2.9117 4.9616 5.1858 -0.5287 -0.2016 0.2585 0.111
H -2.5154 6.4043 4.3913 -0.2582 0.4053 -0.0258 0.114
H -3.1094 4.9429 2.6529 0.0378 -0.3407 0.1540 0.091
H -4.4822 6.0175 2.7953 0.1033 0.1284 -0.0166 0.123
H -5.5338 4.4217 4.2855 -0.0282 0.0593 -0.0488 0.112
H -4.7689 3.2334 1.6796 0.2926 0.0100 0.2690 0.104
H -6.0542 4.3900 1.9801 -0.0637 -0.1940 -0.3008 0.125
H -5.8055 1.6955 3.2891 -0.1444 -0.1931 0.1018 0.113
H -6.8163 1.9253 1.8782 -0.1414 0.3328 -0.2580 0.123
H -9.0702 2.2051 4.5974 -0.2159 -0.0287 -0.2708 0.087
H -7.7596 1.0734 4.5881 0.2146 -0.0626 -0.1697 0.087
H -8.7000 1.2676 3.1025 -0.0283 0.2236 -0.2099 0.085
C -1.7874 -1.0664 4.5203 -0.9145 0.3777 0.2861 -0.122
O -0.6135 -0.8025 3.8133 -0.0910 0.1162 -0.1117 -0.194
C 0.0440 -1.9421 3.3097 0.6581 0.2328 -0.9099 -0.204
C 1.0099 -1.5158 2.2049 -0.3792 -0.2872 0.1398 -0.215
N 2.0709 -0.6665 2.7308 0.0596 -0.7817 -0.4944 -0.014
C 2.9552 -0.2875 1.6310 0.6934 1.6018 0.7120 -0.179
C 4.1356 0.5891 2.0992 -0.1214 -0.1539 -0.2263 -0.203
O 3.6752 1.6975 2.8446 -0.4295 -0.4076 0.2310 -0.211
C 4.5988 2.7430 3.0658 -0.7853 0.2949 -0.0570 -0.093
H -2.5731 -1.5830 3.9509 0.3779 -0.3088 -0.2858 0.080
H -2.2603 -0.1087 4.7509 0.2860 0.0925 0.2009 0.085
H -1.6482 -1.6168 5.4549 0.2777 -0.0369 0.0084 0.092
H -0.6770 -2.6388 2.8701 0.0934 -0.1065 0.3536 0.093
H 0.6846 -2.4153 4.0618 -0.3965 -0.1383 0.2951 0.130
H 0.5039 -1.0679 1.3357 -0.3211 0.1484 0.2257 0.107
H 1.4017 -2.4558 1.7978 0.4002 0.0922 0.2218 0.108
H 1.6323 0.1424 3.1581 0.2786 0.0870 -0.1341 0.063
H 2.4536 0.3240 0.8745 -0.2362 -0.4006 -0.1224 0.093
H 3.3991 -1.1626 1.1567 -0.1922 -0.1918 0.0313 0.108
H 4.6510 0.9644 1.2070 0.1595 -0.2765 0.0234 0.099
H 4.8245 -0.0115 2.7045 0.1432 0.0686 0.0339 0.124
H 4.4641 3.4920 2.2781 0.3865 0.0163 -0.1234 0.086
H 5.6440 2.4380 3.1367 -0.0189 -0.2373 -0.0498 0.079
H 4.2835 3.2148 3.9971 0.2022 0.0143 0.0789 0.087
```
Forces are in eV/Å.

Output
E_HOMO: -8.14 eV
E_LUMO: 0.5 eV
SMILES: COCCNCCOC.COCCNCCOC.COCCNCCOC.COCCNCCOC.COCCNCCOC.COCCNCCOC.COCCNCCOC.COCCNCCOC
energy above the lowest of the compared OMol25 structures with the same formula, charge and spin: 0.957 eV
F_max: 2.03 eV/A
Kohn-Sham gap: 8.60 eV
total energy: -96391.78145 eV
molar mass: 1065.5 Da